Model P:
# C4H6OS

A structure of composition C4H6OS (wB97M-V/def2-TZVPD, the Open Molecules 2025 dataset).

```
12
Properties=species:S:1:pos:R:3:nbo_charge:R:1
C 1.86 -0.09 -0.50 -0.173
C 0.54 0.05 -0.25 -0.016
C -0.55 0.42 0.14 -0.011
C -1.83 0.84 0.29 -0.585
H 2.33 -1.68 0.93 0.431
H 2.32 0.93 -0.64 0.227
H 2.23 -0.99 -1.23 0.204
H -2.07 1.70 -0.38 0.246
H -2.21 1.24 1.36 0.249
H -1.98 -1.51 -0.76 0.158
O 2.41 -0.34 0.88 -0.672
S -3.06 -0.57 0.16 -0.058
```

Properties
HOMO-LUMO gap: 9.080 eV
lowest unoccupied orbital energy: 0.006 eV


Model Q:
# C4H6OS

A cluster of 2 separate species, C4H6OS in total (wB97M-V/def2-TZVPD, the Open Molecules 2025 dataset).

```
12
Properties=species:S:1:pos:R:3:nbo_charge:R:1
C 0.31 -1.37 -0.48 0.408
C 1.39 0.51 0.18 -0.289
C -1.55 0.79 0.70 -0.446
C 0.62 0.08 -0.80 -0.343
O 0.68 -1.87 0.56 -0.539
S -2.72 0.07 -0.11 0.052
H -0.14 -1.84 -1.40 0.118
H 1.55 -0.12 1.00 0.224
H 1.95 1.45 0.16 0.196
H -1.28 1.75 0.49 0.177
H -1.05 0.20 1.52 0.204
H 0.23 0.34 -1.82 0.237
```

Properties
HOMO-LUMO gap: 8.528 eV
lowest unoccupied orbital energy: -0.343 eV
SMILES: C=CC=O.C=S


Model R:
# C4H6OS

The molecule C4H6OS (wB97M-V/def2-TZVPD, the Open Molecules 2025 dataset).

```
12
Properties=species:S:1:pos:R:3:nbo_charge:R:1
C 2.40 -0.51 0.04 -0.714
C 1.14 0.21 -0.05 0.394
C -1.60 0.38 -0.23 -0.360
C -2.84 0.03 0.11 -0.399
H 2.79 -0.44 1.07 0.250
H 3.11 0.01 -0.58 0.251
H 2.19 -1.55 -0.23 0.224
H -1.30 1.44 -0.38 0.252
H -3.20 -1.03 0.11 0.208
H -3.53 0.85 0.40 0.216
O 1.12 1.42 -0.08 -0.563
S -0.27 -0.81 -0.17 0.241
```

Properties
HOMO-LUMO gap: 9.898 eV
lowest unoccupied orbital energy: 0.849 eV
SMILES: C=CSC(C)=O


Which of them is most stable? Easy: model R.


Model P:
# C6H11NOS

The molecule C6H11NOS (wB97M-V/def2-TZVPD, the Open Molecules 2025 dataset).

```
20
Properties=species:S:1:pos:R:3:nbo_charge:R:1
C 0.08 -1.68 -0.13 0.717
C 1.21 -0.72 0.07 -0.333
C 0.31 0.39 -0.58 -0.035
C 2.50 -1.22 -0.63 -0.601
C 0.26 1.71 0.28 -0.635
C -3.00 0.54 0.70 -0.782
N -0.85 -0.57 -0.57 -0.663
O -0.17 -2.82 0.13 -0.531
S -2.45 -0.11 -0.91 0.435
H 1.54 -0.59 1.18 0.243
H 0.74 0.67 -1.60 0.191
H 2.19 -1.76 -1.44 0.209
H 3.14 -1.89 -0.01 0.225
H 3.23 -0.36 -0.88 0.214
H -0.78 2.28 0.27 0.222
H 1.15 2.45 -0.04 0.225
H 0.47 1.51 1.29 0.203
H -3.56 1.50 0.61 0.223
H -2.11 0.74 1.22 0.237
H -3.89 -0.08 1.04 0.235
```

Properties
HOMO-LUMO gap: 9.550 eV
lowest unoccupied orbital energy: 0.733 eV
SMILES: CSN1C(=O)[C@@H](C)[C@@H]1C


Model Q:
# C6H11NOS

The molecule C6H11NOS (wB97M-V/def2-TZVPD, the Open Molecules 2025 dataset).

```
20
Properties=species:S:1:pos:R:3:nbo_charge:R:1
C -2.04 -1.68 -0.84 -0.344
C -1.09 1.64 0.61 -0.428
C 1.79 2.05 -0.92 -0.967
C -1.95 -0.64 -0.03 -0.290
C -1.02 0.46 -0.01 -0.173
C 1.38 -1.47 0.92 -0.440
N 1.77 -0.09 0.67 -0.784
O 1.12 -0.37 -1.85 -0.916
S 1.03 0.58 -0.78 1.841
H -2.78 -2.54 -0.88 0.216
H -1.47 -1.70 -1.76 0.206
H -0.33 2.40 0.71 0.210
H -1.99 2.00 1.06 0.199
H 1.50 2.38 -1.88 0.228
H 1.87 2.80 -0.18 0.238
H -2.79 -0.63 0.84 0.212
H 0.72 -1.80 0.24 0.209
H 2.17 -2.31 0.94 0.204
H 0.82 -1.64 1.78 0.201
H 1.29 0.57 1.37 0.377
```

Properties
HOMO-LUMO gap (spin up / spin down): 8.690 / 8.691 eV
lowest unoccupied orbital energy (spin up / spin down): 0.224 / 0.224 eV
SMILES: C=CC(=C)[S@](=C)(=O)NC


Which of them is most stable? Easy: model P.